[1]
The following is a DFT calculation (ωB97M-V/def2-TZVPD) of a cluster of 2 separate species, C18H30N4O5 in total.

## Properties
Electronic energy = -35350.011 eV
SMILES string = CNC(=O)[C@H](CC(C)C)NC(C)=O.COc1ccccc1OCC(=O)NN
Frontier orbital gap = 9.15 eV
HOMO = -8.568 eV

XYZ file:
```
57
Properties=species:S:1:pos:R:3:forces:R:3
C -5.228626 -3.243222 -2.164545 0.30 0.36 0.23
N -5.067231 -3.116058 -0.716895 -0.93 -0.74 0.15
C -4.144091 -2.347085 -0.124253 1.27 0.18 -0.33
O -3.344287 -1.688022 -0.777459 -0.29 0.03 0.42
C -4.076814 -2.398283 1.420386 0.33 -0.57 0.69
C -2.718464 -1.952718 2.007606 -0.21 0.57 -0.70
C -2.520855 -0.418828 1.995638 0.74 -0.01 0.36
C -2.426187 0.128335 3.423116 -0.48 -0.06 -0.33
C -1.235659 -0.020175 1.272930 -0.50 -0.14 -0.45
N -4.387534 -3.749502 1.915219 0.33 1.09 -1.63
C -5.080412 -4.091139 3.000766 -0.98 -0.76 1.32
C -5.677065 -3.022011 3.893679 0.19 -0.12 -0.27
O -5.247305 -5.268833 3.270464 0.06 -0.29 0.07
H -4.266265 -3.480280 -2.623414 -0.10 0.06 0.03
H -5.587439 -2.300451 -2.581498 0.04 -0.08 -0.08
H -5.941075 -4.035465 -2.397945 0.08 0.10 0.21
H -5.675813 -3.655668 -0.120356 0.07 0.05 -0.07
H -4.842489 -1.710466 1.778103 -0.16 -0.02 0.11
H -2.638347 -2.312207 3.034617 -0.21 -0.11 -0.03
H -1.921653 -2.439135 1.442309 0.01 -0.03 -0.05
H -3.361934 0.063746 1.497107 -0.08 -0.04 -0.11
H -2.320071 1.213142 3.393021 0.03 0.01 0.15
H -3.336889 -0.115731 3.969438 0.00 0.04 0.26
H -1.567019 -0.302349 3.938183 0.00 0.00 0.07
H -0.375533 -0.468047 1.769707 0.11 0.02 0.04
H -1.135901 1.065244 1.268976 0.16 0.04 0.02
H -1.277735 -0.367605 0.239792 0.14 0.01 -0.01
H -3.986635 -4.528263 1.414536 0.03 -0.07 0.06
H -4.879548 -2.399585 4.293573 -0.04 0.26 0.02
H -6.203701 -3.506398 4.715302 0.12 -0.02 -0.18
H -6.380235 -2.418609 3.323826 -0.01 0.24 0.06
C 6.999969 0.181675 -1.880468 -0.31 -0.04 0.30
O 6.171387 1.306360 -1.559572 -0.27 -0.12 -0.10
C 4.952730 1.072497 -0.955699 0.11 -0.52 0.02
C 4.609175 -0.141435 -0.323535 -0.18 0.40 -0.06
C 3.350185 -0.315177 0.260974 0.09 0.50 -0.24
C 2.418646 0.721954 0.229483 0.27 -0.01 -0.07
C 2.746313 1.932121 -0.382266 0.55 -0.38 0.01
C 4.003489 2.114418 -0.979130 -0.47 -0.48 0.28
O 4.321285 3.312301 -1.567451 0.05 0.29 -0.52
C 3.506482 3.639271 -2.707517 0.52 -0.05 0.37
C 3.863523 5.016595 -3.253980 0.37 1.95 -0.75
O 2.976370 5.795178 -3.582527 0.06 -0.60 0.15
N 5.187874 5.394651 -3.431536 -0.65 -0.81 0.09
N 5.572914 6.700203 -3.911779 -0.08 -0.80 0.73
H 7.838794 0.510929 -2.500683 -0.33 0.29 0.18
H 7.406520 -0.271284 -0.970992 -0.04 0.00 -0.05
H 6.438064 -0.573514 -2.439529 -0.03 0.06 0.08
H 5.311821 -0.964804 -0.270808 0.05 0.16 -0.12
H 3.096801 -1.255357 0.742918 0.11 0.12 -0.10
H 1.444526 0.595608 0.689649 0.11 0.03 -0.08
H 2.024955 2.742930 -0.380456 0.15 -0.01 -0.08
H 2.444408 3.643060 -2.447649 0.18 0.21 -0.06
H 3.660532 2.899293 -3.497224 0.05 -0.08 -0.05
H 5.879204 4.785597 -2.985929 -0.06 0.90 -0.27
H 4.805645 7.365914 -3.763277 0.24 -0.71 -0.05
H 5.821200 6.676687 -4.902948 -0.48 -0.30 0.37
```
Positions in Å, forces in eV/Å.

[2]
The following is a DFT calculation (ωB97M-V/def2-TZVPD) of a cluster of 3 separate species, C3H7NOS in total.

## Properties
Electronic energy = -17592.868 eV
ΔE to the lowest compared entry with this formula, charge and spin = 488.31 kJ/mol
Frontier orbital gap = 8.68 eV
HOMO = -8.673 eV

XYZ file:
```
13
Properties=species:S:1:pos:R:3:forces:R:3
C -4.140252 0.784210 0.014774 -0.16 -0.09 0.22
C 1.104672 0.664824 0.091480 1.20 -0.27 0.88
C -4.845916 0.565229 0.951658 0.17 0.09 -0.23
N 3.374591 1.783666 -0.259964 -0.03 -0.09 0.11
O 1.595443 -2.805053 0.396835 -0.15 -0.09 0.18
S 2.631745 0.768225 0.658217 -1.24 0.53 -1.21
H -3.518551 0.966314 -0.811869 0.31 0.11 -0.42
H 1.087203 -2.952300 -0.407348 0.16 0.07 -0.01
H 0.767388 1.242987 -0.745367 0.06 0.25 -0.25
H 0.447241 -0.011963 0.598098 -0.11 -0.24 0.20
H -5.471489 0.389273 1.776410 -0.32 -0.11 0.43
H 4.330493 1.915121 0.044259 0.12 -0.16 0.26
H 2.435446 -2.426507 0.125342 -0.03 0.01 -0.16
```
Positions in Å, forces in eV/Å.

[3]
The following is a DFT calculation (ωB97M-V/def2-TZVPD) of a structure of composition C28H22AuGeN12O3S.

## Properties
Electronic energy = -124453.496 eV
ΔE to the lowest compared entry with this formula, charge and spin = 231.27 kJ/mol
Spin multiplicity = 2
Frontier orbital gap (alpha / beta) = 2.37 / 2.39 eV
HOMO (alpha / beta) = -7.203 / -7.203 eV

XYZ file:
```
68
Properties=species:S:1:pos:R:3:forces:R:3
Au 1.298202 -2.062645 -1.286702 0.39 0.27 -0.37
N 3.794301 -2.685088 1.181047 0.00 -0.19 0.16
C 4.184505 -2.619585 -0.152227 0.28 0.00 -0.85
N 5.451607 -2.644339 -0.518617 -0.15 -0.06 0.63
N 5.420970 -2.592217 -1.854661 -0.12 0.00 -0.29
N 4.209185 -2.533454 -2.285597 0.10 0.02 -0.01
N 3.382260 -2.561533 -1.220144 -0.31 0.11 0.54
C 2.545507 -2.722320 1.681158 -0.21 0.14 0.05
N 2.310161 -3.154155 2.952096 0.10 -0.01 0.10
N 1.049950 -2.989057 3.166609 0.01 -0.04 0.02
N 0.522895 -2.503090 2.070497 -0.08 0.09 0.02
N 1.423316 -2.300139 1.101821 0.28 -0.06 0.24
H 4.517302 -2.963462 1.828843 0.04 0.00 -0.07
C -1.927423 -2.047821 -3.079748 0.02 -0.18 0.36
Ge -1.085046 -1.757916 -1.309349 0.01 0.65 -0.53
C -1.568140 0.069528 -0.726541 -0.14 -0.39 0.05
C -2.823719 0.567542 -1.076321 0.02 -0.06 0.01
C -3.218409 1.839093 -0.684723 -0.02 0.00 -0.03
C -2.349183 2.646797 0.036895 -0.02 0.00 -0.01
C -1.089847 2.173119 0.378857 0.03 0.07 0.06
C -0.712676 0.889470 0.009349 0.03 -0.15 0.06
C -1.906786 -3.080896 -0.050332 0.25 0.15 -0.24
C -2.666903 -4.115391 -0.621207 -0.10 -0.07 0.37
C -3.272805 -5.106753 0.147794 -0.08 -0.12 -0.12
C -3.189058 -5.043261 1.516296 -0.09 -0.03 0.21
C -2.464950 -3.999685 2.129025 0.03 -0.12 0.08
C -2.541360 -3.818041 3.518171 0.10 0.07 -0.58
C -1.997645 -2.685752 4.152683 -0.17 0.37 0.41
C -1.232052 -1.814770 3.460686 0.04 -0.23 -0.01
C -0.877961 -2.057178 2.024000 0.05 -0.10 -0.10
C -1.762124 -3.065211 1.325780 -0.09 0.04 -0.11
H -3.017039 -1.992523 -3.043967 0.01 0.02 0.04
H -1.640976 -3.017331 -3.488246 0.01 0.02 -0.02
H -1.573020 -1.277874 -3.763452 0.04 0.03 0.05
H -3.493500 -0.042754 -1.672578 -0.08 0.04 0.04
H -4.206171 2.197991 -0.945268 0.03 0.04 -0.04
H -2.648597 3.645606 0.325768 0.03 0.01 0.03
H -0.397541 2.808383 0.918654 0.00 0.04 0.04
H 0.280742 0.538937 0.277657 -0.15 0.02 0.01
H -2.804225 -4.137440 -1.695225 0.04 -0.02 -0.01
H -3.835392 -5.899266 -0.326884 0.01 0.02 -0.01
H -3.706112 -5.757587 2.145605 -0.01 -0.02 -0.05
H -3.090631 -4.546959 4.103528 0.01 -0.01 0.03
H -2.190899 -2.519383 5.203755 0.03 -0.03 -0.01
H -0.776728 -0.963293 3.951061 0.05 -0.01 -0.02
H -0.877103 -1.115739 1.462504 -0.11 0.05 0.09
O 2.257643 7.742974 1.863937 0.01 0.06 -0.13
S 1.561301 6.479561 1.913718 -0.18 0.09 -0.41
O 2.309307 5.390152 2.498948 0.13 -0.31 -0.09
O 0.172061 6.544424 2.334410 -0.15 -0.03 -0.03
C 1.325455 5.998068 0.128061 0.12 0.22 1.14
N 0.802576 6.908320 -0.689591 -0.11 0.02 -0.43
C 0.515493 6.496565 -1.918340 0.11 -0.02 0.39
C 0.740328 5.190409 -2.336967 0.04 -0.25 -0.24
C 1.301551 4.323456 -1.410777 -0.18 0.67 0.18
N 1.588650 4.739614 -0.175565 0.01 -0.33 -0.34
C 1.564762 2.889577 -1.650548 0.12 -0.22 -0.07
C 1.051808 2.183604 -2.736054 0.02 -0.02 0.14
C 1.203203 0.811089 -2.768769 -0.05 0.08 -0.06
N 1.858793 0.143158 -1.821070 -0.23 -0.46 -0.13
C 2.440106 0.822168 -0.831217 0.08 0.12 0.09
C 2.311948 2.188707 -0.702920 0.09 -0.03 -0.12
H 0.076345 7.234430 -2.581303 0.03 -0.03 -0.06
H 0.492439 4.879780 -3.343618 0.01 0.04 0.02
H 0.485900 2.672255 -3.516126 -0.01 0.01 0.01
H 0.767686 0.215439 -3.561597 0.00 0.03 0.01
H 2.985247 0.239452 -0.097027 0.03 -0.01 -0.04
H 2.740505 2.724260 0.134064 -0.01 -0.02 0.01
```
Positions in Å, forces in eV/Å.

[4]
The following is a DFT calculation (ωB97M-V/def2-TZVPD) of a structure of composition CH6N2O2.

## Properties
Electronic energy = -8205.764 eV
ΔE to the lowest compared entry with this formula, charge and spin = 493.21 kJ/mol
Frontier orbital gap = 9.34 eV
HOMO = -8.739 eV

XYZ file:
```
11
Properties=species:S:1:pos:R:3:forces:R:3
C -2.703504 -1.097300 -0.231151 0.70 5.08 0.71
N -2.958907 0.747432 -0.503709 1.93 -3.73 0.27
N 4.474660 0.025231 -0.032512 2.09 0.75 -0.71
O -2.181717 1.310428 0.538953 0.00 0.24 0.44
O -1.872058 -1.327146 0.570492 -0.77 -0.57 -0.72
H -3.160017 -1.611524 -1.044438 -0.49 -0.92 -0.48
H -3.915910 1.012112 -0.287462 0.00 -0.08 0.45
H 3.813467 0.668597 0.320427 -0.69 -0.04 0.48
H 4.312134 -0.941616 -0.108888 -0.82 -0.81 0.24
H 5.429316 0.196776 0.271398 -0.57 0.10 0.00
H -1.237460 1.017012 0.506887 -1.37 -0.03 -0.68
```
Positions in Å, forces in eV/Å.